Here is C53H84BrKN3O3 as an isolated structure from the Open Molecules 2025 dataset. Energies are from ωB97M-V with the def2-TZVPD basis set.

Last column: Löwdin charge in e.
Positions of all 145 atoms, in Å:
K -0.80680 0.49806 -0.08093  0.62
C -2.74350 1.38953 -2.83237  -0.10
C -1.92843 0.72148 -3.77007  -0.15
C -2.01798 -0.68331 -3.47215  -0.16
C -2.91077 -0.80340 -2.38062  -0.08
C -3.36207 0.45808 -1.97415  -0.28
C -4.47634 0.77666 -0.99600  -0.56
C -4.95270 -0.48510 -0.27355  -0.07
C -5.66986 1.36435 -1.76899  -0.06
C -4.01733 1.79873 0.05094  -0.04
C -1.65992 -1.95288 -4.26110  -0.52
C -2.74666 -2.16818 -5.33616  -0.05
C -0.28920 -1.98209 -4.95046  -0.06
C -1.67948 -3.18376 -3.33453  -0.07
C -1.11168 1.48400 -4.81599  -0.52
C -1.36717 2.99740 -4.73441  -0.07
C 0.40328 1.31291 -4.58914  -0.04
C -1.49652 1.09108 -6.25285  -0.06
H -2.94266 2.45349 -2.80157  0.09
H -3.22833 -1.74090 -1.94617  0.08
H -5.34773 -1.20914 -0.98986  0.08
H -5.74658 -0.24082 0.43858  0.08
H -4.13280 -0.95235 0.27452  0.04
H -5.98322 0.67398 -2.55444  0.08
H -5.39301 2.30681 -2.24519  0.07
H -6.52046 1.54897 -1.10176  0.07
H -3.19938 1.39243 0.64758  0.04
H -4.83603 2.05454 0.73180  0.09
H -3.67278 2.71739 -0.43053  0.07
H -2.77651 -1.32885 -6.02977  0.06
H -3.72408 -2.23559 -4.85520  0.08
H -2.57052 -3.09087 -5.90421  0.08
H -0.16313 -1.18099 -5.67225  0.05
H -0.17789 -2.92678 -5.49254  0.08
H 0.51468 -1.92129 -4.21359  0.05
H -2.69763 -3.45726 -3.05415  0.07
H -1.11058 -2.99294 -2.42265  0.06
H -1.24123 -4.04665 -3.84686  0.08
H -1.09921 3.38656 -3.75535  0.06
H -2.41230 3.24122 -4.93602  0.08
H -0.75026 3.50901 -5.47976  0.08
H 0.68857 1.82132 -3.66401  0.07
H 0.96475 1.76268 -5.41656  0.08
H 0.69613 0.27188 -4.49860  0.05
H -2.56388 1.26634 -6.40559  0.09
H -1.29912 0.04464 -6.47063  0.04
H -0.93977 1.69509 -6.97785  0.08
C -1.71070 1.48277 8.20023  -0.05
C -2.84678 1.27286 7.18758  -0.56
C -3.92137 2.34813 7.42035  -0.05
C -3.47827 -0.09473 7.45465  -0.08
C -2.31024 1.38523 5.76464  -0.20
C -2.39009 0.36201 4.83200  -0.11
C -1.88011 0.55845 3.56785  -0.52
Br -1.97659 -0.92450 2.34931  0.79
C -1.26950 1.74573 3.06491  -0.43
O -0.79688 1.77000 1.87634  -0.30
C -1.25613 2.81200 4.03680  -0.08
C -1.72834 2.57125 5.31999  -0.02
C -0.75718 4.24624 3.77783  -0.52
C -1.84813 5.24788 4.19580  -0.06
C 0.51463 4.50268 4.60150  -0.04
C -0.44336 4.54911 2.31346  -0.06
H -2.09340 1.40960 9.22275  0.08
H -1.25369 2.46584 8.07773  0.07
H -0.93327 0.72831 8.06551  0.09
H -4.34233 2.25680 8.42636  0.08
H -4.72828 2.24389 6.69284  0.09
H -3.50211 3.34970 7.31579  0.07
H -3.85709 -0.13042 8.47869  0.08
H -2.74717 -0.89683 7.33534  0.08
H -4.31297 -0.28123 6.77635  0.08
H -2.82833 -0.59812 5.06852  0.09
H -1.64270 3.38208 6.03618  0.09
H -2.10439 5.16593 5.25290  0.07
H -2.75518 5.07020 3.61458  0.09
H -1.51143 6.27139 4.00649  0.08
H 0.33165 4.40566 5.67359  0.07
H 0.89654 5.51036 4.41096  0.08
H 1.28695 3.78210 4.32398  0.07
H -1.32749 4.40072 1.69678  0.09
H 0.33345 3.89753 1.93306  0.05
H -0.11718 5.59037 2.21736  0.09
O 3.30803 1.53023 1.48542  -0.10
C 2.62955 2.76417 1.66223  -0.25
C 3.34982 3.86253 0.88604  -0.16
C 3.06116 3.77549 -0.62218  -0.13
C 1.61245 4.07005 -0.88883  -0.29
C 1.12624 5.37461 -0.83412  -0.03
C -0.23672 5.59377 -0.93766  -0.07
C -1.07773 4.50236 -1.07740  -0.06
C -0.50422 3.24477 -1.14638  -0.18
N 0.80479 3.02642 -1.06817  0.13
H 2.64576 0.81666 1.54342  0.06
H 2.59714 3.02904 2.72666  0.10
H 1.60300 2.67088 1.30044  0.08
H 4.42431 3.75905 1.06041  0.11
H 3.03251 4.83464 1.27234  0.11
H 3.28534 2.76494 -0.95802  0.09
H 3.69751 4.47639 -1.16855  0.11
H 1.81440 6.19989 -0.69469  0.11
H -0.63509 6.59946 -0.88223  0.11
H -2.15236 4.61611 -1.13167  0.11
H -1.12870 2.36973 -1.27473  0.03
C 3.73093 -0.64515 3.30936  -0.11
N 3.06176 -0.90854 2.04330  -0.30
C 1.90182 -1.75470 2.27337  -0.09
C 4.00494 -1.48589 1.09477  -0.19
C 3.39660 -1.98754 -0.22106  -0.20
N 2.42288 -1.10252 -0.83963  -0.25
C 1.66360 -1.79049 -1.86997  -0.10
C 3.05199 0.07625 -1.41626  -0.09
H 4.00776 -1.57669 3.83252  0.08
H 3.06510 -0.07351 3.95810  0.09
H 4.63887 -0.06349 3.14353  0.08
H 2.19614 -2.75598 2.63734  0.09
H 1.31397 -1.85866 1.36464  0.06
H 1.26981 -1.29480 3.03146  0.08
H 4.54062 -2.33933 1.55039  0.12
H 4.75452 -0.71895 0.88407  0.11
H 2.90030 -2.94491 -0.05050  0.09
H 4.24243 -2.18767 -0.90308  0.12
H 2.31748 -2.12844 -2.69451  0.09
H 0.91524 -1.10701 -2.27674  0.07
H 1.14721 -2.65375 -1.45353  0.06
H 3.63842 -0.17629 -2.31850  0.09
H 3.71474 0.54191 -0.69127  0.06
H 2.28139 0.79689 -1.69423  0.07
C 0.95469 -5.49458 0.30751  0.00
C -0.36332 -4.83393 -0.03965  -0.39
O -0.45029 -3.62910 -0.09801  0.06
C -1.53660 -5.69272 -0.32628  -0.15
C -1.45196 -7.08161 -0.43233  -0.04
C -2.57757 -7.83043 -0.73130  -0.09
C -3.79973 -7.20538 -0.93479  -0.08
C -3.89382 -5.82263 -0.83142  -0.06
C -2.77356 -5.07443 -0.52815  -0.01
H 1.65109 -4.73027 0.64422  0.06
H 1.36219 -5.98292 -0.58024  0.09
H 0.83642 -6.24073 1.09322  0.09
H -0.50416 -7.58554 -0.29599  0.10
H -2.50364 -8.90788 -0.80856  0.10
H -4.67365 -7.79408 -1.18257  0.10
H -4.84436 -5.33147 -0.99522  0.11
H -2.82098 -3.99568 -0.44326  0.12

Values from the calculation:
Max |F|: 1.50 eV/Å
Gap between HOMO and LUMO: 5.47 eV
Energy: -5633.9488 hartree
Net charge: -1

---

Here is a 3-piece molecular cluster, C38H38BF3O4S overall from the Open Molecules 2025 dataset. Energies are from ωB97M-V with the def2-TZVPD basis set.

Last column: Löwdin charge in e.
Positions of all 85 atoms, in Å:
C -1.75376 -4.88849 2.53651  -0.10
C -1.53871 -3.45078 2.78881  -0.58
C -0.39987 -2.88110 3.34907  -0.12
C -0.50190 -1.46611 3.48641  -0.13
C -1.66461 -0.94917 2.90792  -0.47
B 0.96563 -1.73700 -1.27086  -0.38
C -2.10975 0.42725 3.02511  -0.23
C -1.34954 1.35701 3.75786  -0.01
C -1.69491 2.69513 3.79100  0.00
C -2.78523 3.11643 3.03525  -0.13
C -3.01606 4.60224 2.88567  -0.50
F -4.30756 4.91337 2.56211  0.11
F -2.70161 5.30702 4.01771  0.11
F -2.21399 5.09987 1.87038  0.10
C -3.62474 2.21509 2.39477  0.00
C -3.28868 0.86888 2.38683  -0.02
O 2.13475 -1.09948 -1.43984  0.16
C 3.11852 -2.15306 -1.66981  -0.45
C 4.02687 -1.66344 -2.76405  -0.01
C 3.94996 -2.28764 -0.41018  -0.01
C 2.24154 -3.42092 -1.97180  -0.45
C 1.96789 -3.62397 -3.45798  -0.01
C 2.70858 -4.71521 -1.35942  -0.01
O 0.95861 -3.09834 -1.34951  0.15
S -2.77151 -2.25084 2.55644  1.12
H -0.92811 -5.46512 2.97551  0.09
H -2.69757 -5.22247 2.98868  0.08
H -1.79335 -5.11086 1.45822  0.08
H 0.46754 -3.47512 3.61651  0.11
H 0.25868 -0.86126 3.96272  0.11
H -0.44500 1.03077 4.27700  0.12
H -1.13461 3.40018 4.40432  0.13
H -4.54211 2.56001 1.92310  0.12
H -3.90895 0.16182 1.83979  0.10
H 4.81291 -2.39666 -2.94801  0.10
H 3.50601 -1.46908 -3.70705  0.09
H 4.52134 -0.73917 -2.44622  0.10
H 4.83378 -2.90771 -0.61506  0.10
H 4.28989 -1.29486 -0.08590  0.10
H 3.39191 -2.72182 0.42759  0.09
H 2.87887 -3.92368 -3.99259  0.10
H 1.21891 -4.41549 -3.59055  0.10
H 1.55440 -2.72296 -3.92911  0.10
H 3.66298 -5.00611 -1.80593  0.10
H 2.84890 -4.63535 -0.27900  0.09
H 1.99142 -5.52349 -1.55200  0.10
C -4.24045 -0.72890 -4.87366  -0.07
O -4.40737 -1.44246 -3.62707  -0.11
C -3.44485 -1.32840 -2.67326  -0.28
C -3.53659 -2.20956 -1.56656  0.00
C -2.53369 -2.23735 -0.62022  -0.06
C -1.48821 -1.27623 -0.60726  -0.25
C -0.49464 -1.17615 0.47214  -0.04
C 0.17450 0.08679 0.75917  -0.25
C -0.46554 1.31806 0.48417  -0.03
C 0.15210 2.52644 0.75622  -0.01
C 1.43116 2.53032 1.31483  -0.26
O 2.13609 3.72545 1.49864  0.00
C 2.17271 4.64966 0.45487  -0.25
C 2.42261 5.98335 0.80552  -0.01
C 2.51316 6.94076 -0.20471  -0.09
C 2.40327 6.56682 -1.54965  -0.11
C 2.16548 5.23191 -1.88248  -0.08
C 2.05000 4.25956 -0.88422  -0.02
C 2.04630 1.33606 1.70830  0.01
C 1.42532 0.13327 1.42162  -0.04
C -1.38346 -0.44944 -1.75973  -0.08
C -2.34207 -0.43594 -2.76520  0.00
H -5.09421 -1.05839 -5.46994  0.09
H -4.27093 0.35885 -4.70466  0.09
H -3.29147 -0.99108 -5.37340  0.09
H -4.39552 -2.88232 -1.50598  0.12
H -2.53166 -3.02749 0.12652  0.06
H -0.27078 -2.08359 1.05750  0.10
H -1.47146 1.32218 0.07936  0.12
H -0.35827 3.46896 0.55284  0.13
H 2.53971 6.22586 1.86149  0.12
H 2.67846 7.98463 0.06808  0.10
H 2.50371 7.32078 -2.33357  0.10
H 2.06528 4.92986 -2.92417  0.10
H 1.87586 3.21334 -1.14104  0.12
H 3.01363 1.39235 2.21087  0.12
H 1.88434 -0.80586 1.74933  0.12
H -0.52766 0.21699 -1.86179  0.12
H -2.24264 0.23254 -3.63333  0.11

Values from the calculation:
Max |F|: 5.02 eV/Å
Gap between HOMO and LUMO: 6.21 eV
Energy: -2494.4132 hartree
Net charge: 0
ΔE to the lowest compared entry with this formula, charge and spin: 212.7 kJ/mol

---

Here is C47H62N2O4ReSSe as an isolated structure from the Open Molecules 2025 dataset. Energies are from ωB97M-V with the def2-TZVPD basis set.

Last column: Löwdin charge in e.
Positions of all 118 atoms, in Å:
Re -1.71345 -2.71125 1.27847  1.36
C -2.12654 -5.07768 -0.80353  -0.02
O -1.56896 -3.78575 -0.54355  -0.33
C -1.01749 -3.14936 -1.66166  -0.20
C 0.31562 -3.39972 -1.94380  -0.12
C 1.23200 -4.07987 -0.93059  -0.06
C 1.80228 -3.02835 0.01143  -0.16
C 2.97626 -2.27179 -0.38396  -0.03
C 3.56114 -1.29090 0.30604  -0.17
C 2.88477 -0.88008 1.61114  -0.15
C 1.38075 -1.31478 1.75865  -0.46
C 0.90583 -1.25862 3.27495  -0.07
C -0.14034 -0.19739 3.58644  -0.19
C 0.21925 1.10651 3.87784  -0.01
C -0.68167 2.16310 3.78760  -0.15
C -1.97287 1.87685 3.36684  0.04
C -2.40391 0.57182 3.13105  -0.11
C -3.75843 0.33443 2.47951  -0.05
C -3.64495 0.42139 0.96106  -0.13
C -3.62453 1.64861 0.31549  0.01
C -3.44387 1.76595 -1.06320  -0.16
C -3.33651 0.58357 -1.78909  0.02
C -3.35859 -0.66985 -1.18138  -0.13
C -3.24239 -1.94548 -2.00851  -0.06
C -1.81893 -2.30725 -2.41529  -0.11
C -1.25101 -1.77102 -3.56124  0.01
C 0.06007 -2.04830 -3.94736  -0.17
C 0.82443 -2.86108 -3.12003  0.01
C 0.62819 -1.40186 -5.21304  -0.55
C -0.10682 -1.95524 -6.44190  -0.05
C 0.43443 0.12321 -5.14466  -0.05
C 2.12421 -1.68479 -5.36859  -0.07
C -3.50826 -0.75571 0.20819  -0.32
O -3.50976 -1.95233 0.83065  -0.29
C -3.34272 3.15568 -1.70344  -0.56
C -2.12076 3.88977 -1.12373  -0.05
C -3.17367 3.07727 -3.22084  -0.07
C -4.61263 3.96659 -1.40370  -0.05
C -1.49072 -0.44078 3.34510  -0.25
O -1.89374 -1.76765 3.18331  -0.33
C -2.46372 -2.35002 4.36078  -0.02
C -0.18867 3.58714 4.04610  -0.54
C -1.27770 4.62768 3.78311  -0.06
C 1.00487 3.88694 3.11348  -0.04
C 0.26640 3.71317 5.50746  -0.04
C 1.15265 -2.69718 1.14640  -0.40
O 0.16361 -3.40652 1.67088  -0.27
C 4.93167 -0.74854 -0.17135  -0.53
C 4.75779 0.15132 -1.40865  -0.05
C 5.83525 -1.93094 -0.56574  -0.06
C 5.70959 0.03475 0.89585  -0.06
H -1.54478 -5.56185 -1.58162  0.11
H -3.16212 -4.97976 -1.12031  0.10
H -2.07175 -5.64558 0.11782  0.09
H 2.03788 -4.58759 -1.46643  0.12
H 0.69273 -4.82531 -0.35091  0.11
H 3.44053 -2.58939 -1.31664  0.11
H 3.40746 -1.38797 2.44066  0.16
H 1.77271 -1.09223 3.91776  0.11
H 0.52005 -2.24388 3.50896  0.11
H 1.26200 1.30982 4.10027  0.10
H -2.68217 2.67919 3.18753  0.11
H -4.45032 1.09804 2.83511  0.12
H -4.16301 -0.64109 2.73497  0.11
H -3.71403 2.54927 0.92326  0.11
H -3.20461 0.61826 -2.86673  0.10
H -3.82797 -1.82944 -2.92140  0.12
H -3.69235 -2.74959 -1.43032  0.10
H -1.86264 -1.10304 -4.16500  0.12
H 1.87316 -3.04005 -3.34401  0.11
H -1.17743 -1.73666 -6.39384  0.08
H 0.01444 -3.04098 -6.50760  0.09
H 0.29198 -1.50633 -7.35937  0.08
H -0.62430 0.39960 -5.15147  0.07
H 0.91162 0.60029 -6.00733  0.09
H 0.87655 0.52774 -4.23043  0.05
H 2.32561 -2.75449 -5.47992  0.09
H 2.68630 -1.30990 -4.50620  0.08
H 2.49830 -1.17973 -6.26204  0.08
H -1.20749 3.31769 -1.31414  0.07
H -2.21521 4.01957 -0.04054  0.07
H -2.01533 4.88324 -1.57860  0.08
H -2.25282 2.55173 -3.49395  0.08
H -3.11657 4.08899 -3.63277  0.08
H -4.01927 2.56791 -3.69243  0.09
H -4.73208 4.14442 -0.33048  0.07
H -5.49998 3.43328 -1.75756  0.09
H -4.57101 4.94107 -1.90411  0.08
H -1.83883 -2.10914 5.21693  0.10
H -2.48966 -3.42031 4.19912  0.09
H -3.46991 -1.96840 4.51526  0.10
H -1.59115 4.62672 2.73371  0.08
H -0.89065 5.62246 4.01722  0.09
H -2.15683 4.45419 4.40892  0.09
H 0.80231 3.52584 2.09884  0.09
H 1.92064 3.40497 3.48758  0.06
H 1.19954 4.96293 3.06653  0.09
H -0.57652 3.55715 6.18523  0.09
H 0.67948 4.71037 5.69549  0.09
H 1.03378 2.97219 5.75149  0.08
H 4.18780 -0.37131 -2.18270  0.07
H 5.73327 0.43674 -1.82270  0.09
H 4.20654 1.06248 -1.16283  0.07
H 5.44261 -2.46613 -1.43268  0.07
H 5.92344 -2.64297 0.25854  0.09
H 6.83582 -1.57147 -0.82547  0.08
H 5.29013 1.02429 1.08362  0.07
H 6.73011 0.19460 0.54233  0.08
H 5.77885 -0.51730 1.84201  0.09
Se 0.93919 0.41740 -1.12958  0.33
N 2.51474 1.46300 1.06083  0.16
C 2.96700 0.59575 1.89999  -0.40
N 3.46725 0.98146 3.06782  0.20
S 0.13170 -0.27563 0.77407  0.53
H 2.45290 2.44029 1.31512  0.11
H 1.97281 1.13921 0.19158  -0.19
H 3.62639 1.95763 3.25386  0.12
H 3.99573 0.32212 3.61069  0.12

Values from the calculation:
Spin multiplicity: 4
Max |F|: 1.62 eV/Å
Gap between HOMO and LUMO (alpha / beta): 6.12 / 6.00 eV
Energy: -5116.4601 hartree
Net charge: 0
Expectation value of S²: 3.76
ΔE to the lowest compared entry with this formula, charge and spin: 424.2 kJ/mol

---

Question: Among the records above, which one has the lowest energy?
Answer: C53H84BrKN3O3

---

Question: max |F| of number 3 (C47H62N2O4ReSSe)?
Answer: 1.62 eV/Å

---

Question: What is the net charge in the third record?
Answer: 0